Arrangement P

Entry from the Open Molecules 2025 dataset: C5H12N2 in the gas phase (ωB97M-V with the def2-TZVPD basis set).

## Properties
orbital gap: 9.145 eV
LUMO energy: 1.07 eV
HOMO level: -8.08 eV
SMILES: CNN1CC1(C)C

Last column: Mulliken charge in e.
Geometry (Å):
C 0.503 -1.534 0.525  -0.614
C 0.850 -0.101 0.114  1.134
C 0.872 0.901 1.192  -1.418
C 1.743 0.127 -1.145  -1.194
C -2.369 0.516 -0.650  -0.672
N -0.410 -0.817 -0.313  -0.267
N -1.609 -0.353 0.353  -0.368
H 1.281 -2.321 0.079  0.233
H 0.312 -1.695 1.631  0.347
H 0.859 2.059 0.834  0.281
H 1.876 0.948 1.794  0.295
H 0.046 0.807 1.955  0.364
H 1.734 1.262 -1.195  0.314
H 1.113 -0.263 -2.033  0.298
H 2.761 -0.456 -0.982  0.265
H -2.349 1.593 -0.377  0.205
H -1.715 0.381 -1.568  0.261
H -3.459 0.109 -0.725  0.284
H -2.040 -1.162 0.510  0.251

***

Arrangement Q

Entry from the Open Molecules 2025 dataset: C5H12N2 in the gas phase (ωB97M-V with the def2-TZVPD basis set).

## Properties
orbital gap: 10.217 eV
LUMO energy: 0.94 eV
HOMO level: -9.28 eV
SMILES: [H]/N=C(\N)CC(C)C

Last column: Mulliken charge in e.
Geometry (Å):
C 0.117 -0.702 -0.460  0.855
C 0.401 0.808 -0.317  -0.767
C 0.540 -1.490 0.781  -1.517
C 0.852 -1.241 -1.688  -1.589
C -0.756 1.576 0.245  0.438
N -1.065 1.440 1.626  -0.545
N -1.451 2.387 -0.419  -0.710
H -0.958 -0.842 -0.619  0.182
H -0.472 0.864 2.203  0.214
H -2.009 1.454 1.982  0.192
H -2.120 2.740 0.376  0.249
H 1.285 0.967 0.305  0.387
H 0.574 1.244 -1.301  0.338
H 0.379 -2.555 0.622  0.411
H 1.601 -1.336 0.982  0.343
H -0.025 -1.193 1.663  0.355
H 1.924 -1.080 -1.586  0.344
H 0.669 -2.308 -1.805  0.418
H 0.513 -0.732 -2.588  0.404

***

Arrangement R

Entry from the Open Molecules 2025 dataset: C5H12N2 in the gas phase (ωB97M-V with the def2-TZVPD basis set).

## Properties
orbital gap: 7.625 eV
LUMO energy: -1.29 eV
HOMO level: -8.91 eV

Last column: Mulliken charge in e.
Geometry (Å):
C 1.458 1.065 1.174  -1.095
C 1.481 -0.173 0.286  -0.592
C 0.231 -1.086 0.402  -0.662
C -0.845 -0.908 -0.722  -0.080
C -1.311 0.789 -0.756  -0.621
N -1.524 1.270 0.442  -0.462
N -0.279 -1.195 -1.854  -0.568
H 2.478 1.421 1.311  0.353
H 0.871 1.850 0.706  0.273
H 1.014 0.907 2.159  0.269
H 1.525 -0.027 -0.799  0.416
H 2.320 -0.801 0.592  0.315
H -0.309 -0.916 1.346  0.425
H 0.515 -2.129 0.285  0.374
H -0.442 1.279 -1.200  0.328
H -2.146 0.830 -1.462  0.393
H -2.359 0.877 0.897  0.228
H -1.765 -1.356 -0.326  0.459
H -0.912 -1.698 -2.483  0.249

***

Arrangement S

Entry from the Open Molecules 2025 dataset: C5H12N2 in the gas phase (ωB97M-V with the def2-TZVPD basis set).

## Properties
orbital gap: 9.534 eV
LUMO energy: 0.94 eV
HOMO level: -8.59 eV
SMILES: CC/C(=N/C)NC

Last column: Mulliken charge in e.
Geometry (Å):
C 2.210 -0.190 1.260  -0.968
C 1.371 1.011 0.665  -0.442
C 0.134 0.386 -0.029  0.377
C -0.966 -1.833 -0.078  -0.920
C -1.697 0.758 -1.529  -0.836
H 3.186 0.209 1.534  0.383
H 2.273 -0.894 0.438  0.261
H 1.641 -0.512 2.158  0.233
H 1.909 1.626 -0.130  0.322
H 1.184 1.703 1.511  0.256
H -0.891 -0.488 1.597  0.242
H -0.921 -1.663 -1.167  0.307
H -0.354 -2.795 0.095  0.230
H -2.010 -2.140 0.239  0.308
H -2.331 1.633 -1.593  0.316
H -1.591 0.277 -2.494  0.311
H -2.212 -0.021 -0.905  0.288
N -0.558 -0.645 0.589  -0.162
N -0.326 0.970 -1.019  -0.506

***

So which one is most stable? That would be arrangement Q, about 1.509 eV below the next structure.

***

Arrangement P

Entry from the Open Molecules 2025 dataset: C5H12N2 in the gas phase (ωB97M-V with the def2-TZVPD basis set).

## Properties
orbital gap: 9.214 eV
LUMO energy: 0.96 eV
HOMO level: -8.26 eV
SMILES: C=C(N)C[C@H](C)N

Last column: Mulliken charge in e.
Geometry (Å):
C 1.420 -1.061 1.423  -1.365
C 0.039 -0.411 1.247  0.689
C -0.490 -0.363 -0.255  -1.268
C -0.012 0.602 -1.304  0.844
C 0.995 0.342 -2.114  -1.097
N -0.853 1.753 -1.482  -0.512
N -0.970 -0.759 2.210  -0.740
H 1.696 -0.969 2.466  0.359
H 2.147 -0.480 0.816  0.338
H 1.445 -2.027 0.920  0.355
H 0.233 0.644 1.503  0.195
H -1.576 -0.422 -0.152  0.409
H -0.213 -1.297 -0.781  0.275
H 1.154 0.994 -2.971  0.312
H 1.347 -0.658 -2.372  0.259
H -0.452 2.576 -1.891  0.216
H -1.535 1.845 -0.753  0.207
H -1.278 -1.724 2.037  0.248
H -1.848 -0.277 2.046  0.276

***

Arrangement Q

Entry from the Open Molecules 2025 dataset: a molecular structure, C5H12N2 (ωB97M-V with the def2-TZVPD basis set).

## Properties
orbital gap (alpha / beta): 8.789 / 8.070 eV
LUMO energy (alpha / beta): -0.03 / -0.70 eV
HOMO level (alpha / beta): -8.82 / -8.77 eV

Last column: Mulliken charge in e.
Geometry (Å):
C 0.153 1.532 0.375  -1.426
C 1.850 -0.365 -0.371  -1.225
C 0.236 0.037 0.692  1.062
N 0.460 -0.470 1.877  -0.810
H 1.398 -0.233 2.208  0.260
H 0.132 1.717 -0.696  0.380
H -0.761 1.928 0.816  0.315
H 2.187 -1.386 -0.212  0.368
H 2.038 0.010 -1.369  0.317
H 2.409 0.277 0.310  0.470
H 1.016 2.037 0.808  0.389
C -2.123 -0.025 -0.548  -1.475
C -0.871 -0.785 -0.135  0.305
N 0.003 -1.072 -1.201  -0.646
H 0.336 -2.030 -1.095  0.308
H -1.129 -1.627 0.512  0.363
H -2.624 0.406 0.320  0.325
H -2.814 -0.718 -1.030  0.382
H -1.895 0.767 -1.261  0.338

***

So which one is most stable? That would be arrangement P, about 3.893 eV below the next structure.

***

Arrangement P

Entry from the Open Molecules 2025 dataset: 2 unconnected molecules or ions with the total composition C5H12N2 (ωB97M-V with the def2-TZVPD basis set).

## Properties
orbital gap: 10.219 eV
LUMO energy: 1.14 eV
HOMO level: -9.08 eV
SMILES: C[C@@H]1CN1.C=NC

Last column: Mulliken charge in e.
Geometry (Å):
C -2.292 0.681 0.683  -0.439
C -2.051 -0.694 0.157  0.020
C -1.146 -0.995 -0.976  -1.145
C 1.592 1.148 0.733  -0.270
C 2.957 0.011 -0.714  -0.779
N -1.261 -0.095 1.214  -0.359
N 2.023 0.935 -0.416  -0.332
H -1.934 1.533 -0.025  0.191
H -3.345 0.860 0.944  0.305
H -2.651 -1.475 0.555  0.358
H -0.591 -0.101 -1.470  0.206
H -1.753 -1.384 -1.755  0.438
H -0.348 -1.806 -0.855  0.222
H 1.922 0.809 1.718  0.319
H 0.775 1.979 0.676  0.196
H -1.548 -0.392 2.168  0.218
H 3.332 -0.718 0.090  0.282
H 2.633 -0.793 -1.442  0.230
H 3.685 0.499 -1.287  0.339

***

Arrangement Q

Entry from the Open Molecules 2025 dataset: 2 unconnected molecules or ions with the total composition C5H12N2 (ωB97M-V with the def2-TZVPD basis set).

## Properties
orbital gap: 10.006 eV
LUMO energy: 1.03 eV
HOMO level: -8.97 eV
SMILES: [H]/N=C/NC.C=CC

Last column: Mulliken charge in e.
Geometry (Å):
C -0.013 -0.313 2.378  -0.758
N 1.212 0.270 1.867  -0.232
C 1.242 1.559 1.406  -0.036
N 1.969 1.893 0.415  -0.632
H 0.205 -1.316 2.735  0.304
H -0.423 0.334 3.153  0.280
H -0.762 -0.426 1.584  0.242
H 1.930 -0.309 1.493  0.271
H 0.647 2.247 2.017  0.349
H 2.000 2.907 0.339  0.235
C -1.850 -0.197 -2.043  -0.962
C -0.805 -1.249 -2.224  0.140
C 0.369 -1.200 -1.606  -0.662
H -2.819 -0.597 -1.722  0.261
H -1.539 0.516 -1.281  0.247
H -2.084 0.316 -2.979  0.305
H -1.017 -2.113 -2.845  0.307
H 1.149 -1.931 -1.771  0.249
H 0.591 -0.394 -0.915  0.092

***

Arrangement R

Entry from the Open Molecules 2025 dataset: C5H12N2 in the gas phase (ωB97M-V with the def2-TZVPD basis set).

## Properties
orbital gap: 8.932 eV
LUMO energy: 1.05 eV
HOMO level: -7.88 eV
SMILES: C=C(C)N(C)NC

Last column: Mulliken charge in e.
Geometry (Å):
C 1.164 1.492 0.110  -1.064
C -1.392 0.077 2.000  -0.789
C 1.471 -0.860 -1.463  -1.339
N 0.202 0.413 0.195  0.310
N -1.047 0.871 0.835  -0.622
C 0.099 -0.548 -0.770  0.998
C -0.977 -1.278 -1.066  -1.165
H -1.813 0.863 0.161  0.296
H 1.092 2.055 -0.828  0.319
H 0.954 2.167 0.936  0.354
H 2.176 1.105 0.225  0.334
H -1.564 -0.985 1.786  0.295
H -2.294 0.497 2.446  0.362
H -0.578 0.157 2.720  0.245
H 1.755 -0.023 -2.098  0.298
H 1.353 -1.753 -2.068  0.363
H 2.252 -1.039 -0.727  0.338
H -1.932 -1.156 -0.587  0.218
H -0.920 -2.055 -1.806  0.249

***

So which one is most stable? That would be arrangement Q, about 0.606 eV below the next structure.

***

Arrangement P

Entry from the Open Molecules 2025 dataset: 2 unconnected molecules or ions with the total composition C5H12N2 (ωB97M-V with the def2-TZVPD basis set).

## Properties
orbital gap: 10.034 eV
LUMO energy: 0.87 eV
HOMO level: -9.16 eV
SMILES: [H]/N=N/C(C)C.C=C

Last column: Mulliken charge in e.
Geometry (Å):
C 2.563 1.816 0.550  -0.489
C 3.279 0.951 -0.140  -0.481
C -1.610 -1.646 0.350  -1.273
C -2.264 -0.110 -1.646  -1.167
C -1.677 -0.234 -0.255  0.444
N 0.234 0.362 -1.345  -0.523
N -0.260 0.175 -0.181  0.032
H 2.881 2.856 0.720  0.195
H 1.625 1.718 1.113  0.254
H 4.193 1.478 -0.523  0.194
H -1.337 -2.186 -0.500  0.347
H -0.778 -1.604 1.058  0.346
H -2.457 -2.162 0.877  0.300
H -1.958 -1.078 -2.271  0.238
H -1.772 0.632 -2.358  0.351
H -3.309 -0.259 -1.488  0.380
H -2.230 0.488 0.316  0.323
H 2.984 -0.125 -0.465  0.327
H 1.206 0.645 -1.300  0.202

***

Arrangement Q

Entry from the Open Molecules 2025 dataset: C5H12N2 in the gas phase (ωB97M-V with the def2-TZVPD basis set).

## Properties
orbital gap: 9.520 eV
LUMO energy: 1.17 eV
HOMO level: -8.35 eV
SMILES: NC[C@@H]1CCCN1

Last column: Mulliken charge in e.
Geometry (Å):
N 1.330 -0.028 -0.372  -0.370
C 1.034 0.323 -1.765  -0.612
C -0.230 1.125 -1.710  -0.556
C -0.976 0.537 -0.485  -0.850
C 0.144 0.141 0.471  0.293
C -0.086 -1.113 1.299  -0.742
N -0.993 -0.837 2.415  -0.599
H 2.194 0.333 -0.005  0.274
H 1.860 0.842 -2.246  0.349
H 0.866 -0.611 -2.315  0.238
H -0.860 1.089 -2.598  0.357
H 0.001 2.167 -1.481  0.270
H -1.628 1.296 -0.052  0.344
H -1.559 -0.316 -0.842  0.337
H 0.258 0.949 1.192  0.180
H -0.450 -1.917 0.647  0.254
H 0.871 -1.433 1.710  0.402
H -0.896 -1.505 3.166  0.217
H -1.957 -0.859 2.107  0.214

***

So which one is most stable? That would be arrangement Q, about 3.401 eV below the next structure.

***

Arrangement P

Entry from the Open Molecules 2025 dataset: C5H12N2 in the gas phase (ωB97M-V with the def2-TZVPD basis set).

## Properties
orbital gap: 9.157 eV
LUMO energy: 1.05 eV
HOMO level: -8.11 eV
SMILES: C=C(CCN)NC

Last column: Mulliken charge in e.
Geometry (Å):
C -1.482 0.868 0.189  -0.559
C -0.390 0.247 1.052  -0.710
C 0.854 -0.236 0.308  0.690
C 2.038 0.332 0.567  -1.179
C -0.214 -2.232 -0.673  -0.949
N 0.604 -1.023 -0.821  -0.209
N -1.162 2.098 -0.496  -0.503
H -1.744 0.146 -0.579  0.292
H -2.348 1.004 0.825  0.360
H -0.005 0.869 1.860  0.364
H -0.813 -0.619 1.561  0.272
H 2.132 1.183 1.228  0.255
H 2.979 -0.044 0.181  0.297
H 0.230 -3.052 -1.227  0.363
H -1.189 -2.053 -1.137  0.289
H -0.370 -2.549 0.355  0.275
H 1.442 -1.170 -1.368  0.266
H -1.069 2.936 0.047  0.195
H -0.523 1.983 -1.264  0.192

***

Arrangement Q

Entry from the Open Molecules 2025 dataset: C5H12N2 in the gas phase (ωB97M-V with the def2-TZVPD basis set).

## Properties
orbital gap: 9.656 eV
LUMO energy: 1.01 eV
HOMO level: -8.64 eV
SMILES: CCCC/N=C\N

Last column: Mulliken charge in e.
Geometry (Å):
C -2.518 -0.041 -0.123  -1.182
C -1.208 0.746 -0.060  -0.245
C -0.246 0.216 1.033  -0.689
C 0.620 -1.025 0.726  -0.789
N 1.891 0.446 -1.404  -0.481
C 2.489 0.094 -0.175  0.059
N 2.059 -0.778 0.633  -0.586
H -2.839 -0.413 0.849  0.340
H -2.443 -1.083 -0.492  0.308
H -3.179 0.547 -0.755  0.333
H -1.323 1.815 0.082  0.344
H -0.708 0.584 -1.020  0.170
H 0.450 1.007 1.353  0.382
H -0.908 0.054 1.894  0.492
H 0.393 -1.767 1.488  0.303
H 0.260 -1.433 -0.225  0.435
H 1.273 -0.301 -1.692  0.192
H 2.594 0.574 -2.124  0.287
H 3.344 0.757 0.013  0.328

***

Arrangement R

Entry from the Open Molecules 2025 dataset: C5H12N2 in the gas phase (ωB97M-V with the def2-TZVPD basis set).

## Properties
orbital gap: 8.838 eV
LUMO energy: 1.02 eV
HOMO level: -7.82 eV
SMILES: C=C(N)C[C@@H](C)N

Last column: Mulliken charge in e.
Geometry (Å):
C -1.025 -1.341 -0.923  -1.578
C -0.927 0.173 -0.590  0.228
C -0.176 0.455 0.788  -0.395
C 1.323 0.375 0.662  0.607
C 2.052 -0.418 1.557  -1.152
N 1.919 1.022 -0.412  -0.456
N -2.262 0.760 -0.585  -0.707
H -1.534 -1.899 -0.206  0.438
H -1.762 -1.530 -1.665  0.455
H -0.119 -1.983 -1.082  0.308
H -0.408 0.535 -1.466  0.289
H -0.327 1.561 0.821  0.226
H -0.616 -0.251 1.548  0.292
H 3.096 -0.504 1.365  0.259
H 1.610 -1.071 2.357  0.237
H 3.003 0.943 -0.476  0.236
H 1.373 1.104 -1.358  0.211
H -2.903 0.338 0.152  0.253
H -2.317 1.731 -0.485  0.248

***

So which one is most stable? That would be arrangement P, about 0.362 eV below the next structure.